one.
Formula: C2Cl2
Source: the OMol25 dataset
Level of theory: wB97M-V/def2-TZVPD

For the HOMO-LUMO gap (spin up / spin down), the calculation gives 6.5390 / 6.5384 eV. For the molar mass, the calculation gives 94.9 u.

Structure (XYZ):
```
4
C2Cl2 (wB97M-V/def2-TZVPD)
C 0.81791 0.57228 0.22890
C -0.96587 -0.75960 -0.26372
Cl 2.28561 -0.03450 -0.02579
Cl -2.13766 0.22181 0.06062
```

two.
Formula: C2Cl2
Source: the OMol25 dataset
Level of theory: wB97M-V/def2-TZVPD

For the HOMO-LUMO gap (spin up / spin down), the calculation gives 5.7318 / 5.7716 eV. For the molar mass, the calculation gives 94.9 u.

Structure (XYZ):
```
4
C2Cl2 (wB97M-V/def2-TZVPD)
C 1.01098 0.94770 0.16103
C -1.01395 -0.93974 0.19880
Cl 2.06454 -0.18176 -0.17791
Cl -2.06157 0.17381 -0.18193
```

How do the energies compare? Relative to the most stable structure, in kcal/mol: one 0.0; two 26.3.

one.
Formula: CH5NOP2
Source: the OMol25 dataset
Level of theory: wB97M-V/def2-TZVPD

Its SMILES is CO/P=N/P. For the HOMO-LUMO gap, the calculation gives 8.4939 eV. For the molar mass, the calculation gives 109.0 u.

Structure (XYZ):
```
10
CH5NOP2 (wB97M-V/def2-TZVPD)
C 0.59667 0.69977 2.22300
O 0.57248 0.73051 0.77420
P 0.17911 -0.69441 -0.02308
N -0.06840 -0.30727 -1.51419
P -0.30478 -1.14185 -2.89970
H 0.05345 1.58759 2.54538
H 1.48436 0.47811 2.84304
H -0.20798 -0.06104 2.39051
H -0.62707 0.15733 -3.67038
H -1.67782 -1.44875 -2.66878
```

two.
Formula: CH5NOP2
Source: the OMol25 dataset
Level of theory: wB97M-V/def2-TZVPD

For the HOMO-LUMO gap (spin up / spin down), the calculation gives 8.8604 / 6.3092 eV. For the molar mass, the calculation gives 109.0 u.

Structure (XYZ):
```
10
CH5NOP2 (wB97M-V/def2-TZVPD)
C -0.41721 -0.67707 -1.36086
N 1.43761 0.38890 0.60459
O -1.40090 -0.36535 -0.34923
P 1.62714 1.35760 1.79927
P -1.38463 -0.97569 1.17759
H 0.46150 -0.33932 -0.87182
H -0.75095 0.03262 -2.17759
H -0.45580 -1.74509 -1.57228
H 2.65499 2.06067 1.17289
H -1.77174 0.26273 1.57744
```

three.
Formula: CH5NOP2
Source: the OMol25 dataset
Level of theory: wB97M-V/def2-TZVPD

Its SMILES is C/P=N/OP. For the HOMO-LUMO gap, the calculation gives 9.1700 eV. For the molar mass, the calculation gives 109.0 u.

Structure (XYZ):
```
10
CH5NOP2 (wB97M-V/def2-TZVPD)
C 0.92540 -1.41259 1.43395
P -0.20119 0.05863 1.47425
N -0.20411 0.43860 -0.00053
O -0.67126 1.68720 -0.38503
P -0.78610 2.05037 -2.00251
H 1.60961 -1.36882 2.17181
H 0.39098 -2.46335 1.48803
H 1.47134 -1.54203 0.40487
H -0.26555 3.44838 -1.92381
H -2.24267 2.52528 -1.93183
```

How do the energies compare? Relative to the most stable structure, in kcal/mol: one 0.0; two 80.8; three 50.6.